53
Properties=species:S:1:pos:R:3:forces:R:3:mulliken_charge:R:1 method="wB97M-V/def2-TZVPD" charge=0 e_homo_ev=-8.948 e_tot_ev=-59733.490 relative_energy_ev=2.023 multiplicity=1 fmax_ha_per_bohr=0.021 smiles="CCOC(=O)C(C)(C)N(Cc1ccc(C)cc1)S(=O)(=O)c1ccc(Cl)c([N+](=O)[O-])c1"
C 4.127488 -3.344866 1.854952 -0.2603 0.2927 0.1148 -1.1425
C 3.751139 -1.986336 2.427918 0.4608 -0.1277 -0.2595 -0.1921
O 2.355464 -1.910366 2.741647 -0.0579 -0.1224 0.3934 -0.3274
C 1.538999 -1.655506 1.739378 -0.1518 -0.4623 -0.3804 -0.1346
O 1.860071 -1.618952 0.576752 0.2083 -0.2675 0.0321 -0.7528
C 0.069854 -1.558069 2.173602 0.4286 -0.2068 0.4372 1.8124
C -0.545841 -2.904311 1.768146 -0.0300 0.2944 -0.1000 -1.9571
C -0.088690 -1.311555 3.672173 0.0566 -0.0355 -0.1428 -1.8274
N -0.475858 -0.460319 1.378532 0.4902 0.6414 0.0242 0.3524
C -1.913602 -0.262071 1.284452 -0.4089 0.1733 0.0065 -0.9202
C -2.232466 0.363471 -0.045599 -0.4405 0.0185 -0.1487 0.4445
C -2.916668 1.565855 -0.134428 -0.0582 -0.2300 0.0615 -0.5990
C -3.158824 2.145214 -1.367651 -0.0757 -0.0640 -0.0946 -0.8059
C -2.719113 1.542680 -2.538855 -0.0588 0.0677 0.1090 0.9752
C -2.973945 2.169792 -3.874194 -0.0579 -0.0522 -0.0134 -1.6369
C -2.043929 0.330949 -2.445527 -0.0578 -0.0558 0.0711 -0.7058
C -1.806909 -0.252739 -1.216638 -0.2428 0.0254 0.0634 -0.0443
S 0.343613 0.986673 1.528092 0.0572 0.5369 -0.4977 1.6032
O 1.656035 0.724017 2.042667 0.0370 -0.0944 -0.0494 -0.6972
O -0.458691 1.951999 2.224980 -0.2562 -0.0096 -0.1590 -0.7624
C 0.504570 1.566609 -0.169671 -0.0294 0.0071 0.3725 -0.4716
C -0.008365 2.808790 -0.499799 0.0666 -0.0432 0.1426 -0.2234
C 0.086192 3.273141 -1.798339 0.2147 -0.1954 -0.1420 -0.6171
C 0.669219 2.480600 -2.780628 0.0972 -0.2233 0.1951 0.3118
Cl 0.768006 3.079896 -4.384340 -0.0509 0.3336 -0.1265 -0.1626
C 1.194358 1.233868 -2.429814 -0.3739 0.6064 0.8419 -0.2466
N 1.777801 0.345563 -3.416094 -0.0230 -0.0107 -0.0350 1.0115
O 1.245450 0.296274 -4.500581 -0.1995 -0.2152 -0.4022 -0.5802
O 2.737552 -0.300718 -3.075199 0.4651 -0.3083 0.1457 -0.6125
C 1.132009 0.785289 -1.115884 0.3012 -0.0855 -0.3541 -0.5409
H 3.843447 -4.137951 2.543025 0.0252 -0.0866 0.0596 0.2943
H 5.200722 -3.384452 1.693134 0.1313 -0.0326 -0.0135 0.4029
H 3.623339 -3.499318 0.904697 0.0129 -0.0382 -0.0641 0.3002
H 3.986726 -1.188949 1.717676 -0.0094 -0.0530 0.1503 0.2609
H 4.257437 -1.801777 3.377117 -0.0757 0.0276 -0.1229 0.3722
H 0.055617 -3.707297 2.188288 0.0241 -0.0553 0.0608 0.4706
H -0.548466 -3.001395 0.685654 0.0004 -0.0452 -0.0969 0.3797
H -1.559367 -3.006705 2.147838 -0.0638 -0.0259 0.0458 0.5033
H 0.407819 -0.383156 3.942504 0.0232 -0.0042 0.1563 0.3718
H -1.145036 -1.234995 3.922992 -0.1053 -0.0134 0.0134 0.3899
H 0.354106 -2.126274 4.237898 -0.0194 -0.0323 0.0928 0.4368
H -2.262637 0.387173 2.095900 -0.1288 -0.2037 -0.0741 0.2839
H -2.406854 -1.231581 1.362752 0.1168 0.0273 0.0529 0.4727
H -3.250376 2.056653 0.767533 -0.0065 0.0814 0.1422 0.3889
H -3.691275 3.083917 -1.420379 -0.0422 0.1335 -0.0150 0.3821
H -3.911526 1.797588 -4.287968 -0.0571 0.0242 -0.0815 0.3754
H -2.179281 1.922398 -4.573611 0.0524 0.0397 -0.0954 0.3596
H -3.050499 3.250999 -3.788574 0.0032 0.0943 -0.0590 0.3498
H -1.698256 -0.154137 -3.347049 0.0770 -0.0502 -0.1201 0.3472
H -1.271006 -1.187985 -1.154985 0.1460 -0.1281 -0.0072 0.3355
H -0.479516 3.393459 0.273957 -0.1008 0.1218 0.0060 0.5720
H -0.299457 4.243519 -2.065857 -0.0376 0.0819 -0.0501 0.4809
H 1.549423 -0.174607 -0.842588 -0.0158 -0.0509 -0.0859 0.9187